[1]
# CH3NO3

A single CH3NO3 molecule at a distorted geometry (ωB97M-V/def2-TZVPD, OMol25).

Values from the calculation:
orbital gap = 0.4114 hartree
multiplicity = 1
structure (SMILES) = NOOC=O
LUMO = 0.756 eV

Last column: Löwdin charge in e.
Geometry (Å):
1 N -0.221 -0.818 -1.629  0.05
2 O 0.340 -0.564 -0.475  -0.11
3 O -0.278 0.505 0.425  0.03
4 C 0.355 0.771 1.531  -0.40
5 O -0.131 1.448 2.386  0.09
6 H -0.309 -0.190 -2.395  0.11
7 H -1.025 -1.340 -1.353  0.10
8 H 1.269 0.189 1.510  0.14

Atoms 1-6, force components in eV/Å:
N -1.3 -1.3 1.6
O 3.7 0.1 0.8
O -3.4 1.0 -2.3
C 0.6 -1.2 0.2
O 0.3 0.3 0.1
H 0.3 1.3 -0.1

[2]
# CH3NO3

A single CH3NO3 molecule at a distorted geometry (ωB97M-V/def2-TZVPD, OMol25).

Values from the calculation:
orbital gap = 0.4220 hartree
multiplicity = 1
structure (SMILES) = NOOC=O
LUMO = 0.880 eV

Last column: Löwdin charge in e.
Geometry (Å):
1 N 1.733 -0.131 -0.219  -0.01
2 O 0.721 0.568 0.294  -0.20
3 O -0.492 -0.339 0.638  -0.05
4 C -1.632 0.370 0.043  -0.28
5 O -2.666 -0.155 0.106  0.13
6 H 1.236 -0.772 -0.916  0.12
7 H 2.222 -0.780 0.493  0.13
8 H -1.121 1.239 -0.438  0.15

Atoms 1-6, force components in eV/Å:
N -0.4 -3.2 -0.7
O -1.2 0.5 1.2
O -0.1 1.5 -0.9
C 4.5 -1.1 0.6
O -1.8 0.2 -0.2
H 1.5 0.9 0.7

[3]
# CH3NO3

2 unconnected molecules or ions with the total composition CH3NO3 at a distorted geometry (ωB97M-V/def2-TZVPD, OMol25).

Values from the calculation:
orbital gap (spin up / spin down) = 0.3577 / 0.3452 hartree
multiplicity = 1
LUMO (spin up / spin down) = -0.188 / -0.120 eV

Last column: Löwdin charge in e.
Geometry (Å):
1 C 1.526 -0.052 0.284  0.05
2 N 0.329 0.330 0.097  -0.19
3 O -0.354 1.277 -0.005  0.06
4 O -2.110 -0.105 -0.026  -0.09
5 O -1.214 -1.063 0.046  -0.13
6 H 1.622 -1.056 0.406  0.04
7 H 2.383 0.623 0.231  0.10
8 H -2.183 0.047 -1.032  0.15

Atoms 1-6, force components in eV/Å:
C -0.2 2.2 -0.6
N 0.0 -1.3 0.6
O 0.0 2.0 -0.5
O -0.9 0.1 -2.3
O 1.2 -0.4 0.4
H 0.5 -2.7 0.3

[4]
# CH3NO3

2 unconnected molecules or ions with the total composition CH3NO3 at a distorted geometry (ωB97M-V/def2-TZVPD, OMol25).

Values from the calculation:
orbital gap (spin up / spin down) = 0.2202 / 0.2847 hartree
multiplicity = 3
LUMO (spin up / spin down) = 0.381 / -2.932 eV

Last column: Löwdin charge in e.
Geometry (Å):
1 C -1.293 0.351 -0.739  -0.43
2 N -0.763 -0.191 -1.677  0.19
3 O -1.924 0.860 0.107  0.14
4 O 0.429 -0.697 1.006  -0.16
5 O 1.671 -0.184 1.449  0.05
6 H -0.297 -0.053 1.155  0.06
7 H 0.203 -0.285 -1.952  0.09
8 H 1.975 0.198 0.651  0.05

Atoms 1-6, force components in eV/Å:
C 0.3 -0.2 -0.8
N -0.4 0.4 0.1
O 0.2 -0.2 -0.1
O -12.3 -4.3 -4.6
O 11.5 4.6 6.3
H -0.6 -0.9 0.8

[5]
# CH3NO3

A single CH3NO3 molecule at a distorted geometry (ωB97M-V/def2-TZVPD, OMol25).

Values from the calculation:
orbital gap (spin up / spin down) = 0.2991 / 0.2762 hartree
multiplicity = 3
LUMO (spin up / spin down) = 0.654 / -3.523 eV

Last column: Löwdin charge in e.
Geometry (Å):
1 C -0.246 0.192 -0.676  -0.16
2 N -1.301 -0.541 -1.488  -0.46
3 O -2.294 -0.660 -0.857  0.14
4 O -1.043 -0.672 -2.673  0.13
5 O -0.745 0.566 0.582  -0.05
6 H 0.781 -0.186 -0.552  0.14
7 H -0.160 1.076 -1.268  0.12
8 H -0.621 -0.053 1.366  0.14

Atoms 1-6, force components in eV/Å:
C 0.5 1.0 1.5
N 7.6 0.9 3.6
O -8.3 -1.6 2.7
O 0.3 -0.6 -5.8
O 0.2 -0.5 0.9
H -0.6 -1.0 -0.6

[6]
# CH3NO3P

2 unconnected molecules or ions with the total composition CH3NO3P at a distorted geometry (ωB97M-V/def2-TZVPD, OMol25).

Values from the calculation:
orbital gap = 0.3120 hartree
multiplicity = 1
net charge = -1
LUMO = 3.976 eV

Last column: Löwdin charge in e.
Geometry (Å):
1 C -2.374 -0.637 -0.093  -0.17
2 N 0.210 -1.524 1.136  -0.24
3 O 2.047 0.172 -0.098  -0.49
4 O -2.213 0.351 0.553  -0.03
5 O 0.852 -1.800 -1.481  -0.47
6 P 1.264 -1.175 -0.155  0.42
7 H -2.009 -0.472 -1.012  0.03
8 H 0.445 -1.040 1.953  -0.11
9 H -2.767 -1.559 0.294  0.07

Atoms 1-6, force components in eV/Å:
C 0.2 0.5 2.1
N 2.0 -1.3 -4.4
O -0.8 -3.4 -0.1
O -0.8 1.4 2.2
O 1.2 0.4 1.9
P -3.2 3.0 1.3